1.
DFT (the ωB97M-V functional and the def2-TZVPD basis) results for a cluster of 5 separate species, C43H53BrF11N2O15 in total.

Its maximum force is 0.0617 hartree/bohr. Its net charge is +1. As for the HOMO energy: -0.4220 Eh. The molar mass is 1126.78 g mol⁻¹. The LUMO energy comes out at -0.181 Eh.

CARTESIAN COORDINATES (ANGSTROEM)
C1 6.827 -1.441 0.964
C2 5.953 -1.739 -0.330
C3 4.475 -2.148 0.116
C4 3.831 -1.123 1.162
C5 3.593 0.228 0.396
C6 3.422 1.480 1.371
C7 3.144 2.726 0.404
C8 2.328 3.879 1.095
C9 1.898 5.062 0.129
C10 1.375 4.606 -1.284
C11 -0.163 4.240 -1.162
C12 -0.587 2.943 -1.959
C13 -2.146 2.991 -2.244
C14 -2.979 1.847 -1.586
C15 -3.910 1.098 -2.405
N1 -4.722 0.081 -1.898
C16 -5.645 -0.610 -2.811
F1 -5.330 -0.342 -4.127
F2 -5.522 -1.978 -2.711
C17 -7.168 -0.131 -2.639
F3 -7.403 0.778 -3.661
F4 -7.400 0.546 -1.481
C18 -8.217 -1.300 -2.900
F5 -8.314 -2.173 -1.864
F6 -9.456 -0.721 -3.030
F7 -7.977 -1.970 -4.054
C19 -4.653 -0.237 -0.542
C20 -5.571 -1.333 0.110
C21 -4.930 -2.801 0.040
C22 -4.487 -3.384 1.433
O1 -4.766 -4.800 1.373
C23 -5.089 -5.307 2.674
C24 -3.748 0.461 0.373
C25 -3.700 0.140 1.904
C26 -2.737 -0.855 2.327
C27 -2.716 -1.182 3.770
C28 -3.653 -0.464 4.634
C29 -4.536 0.507 3.988
N2 -4.601 0.811 2.669
C30 -2.872 1.535 -0.148
C31 -1.936 2.243 0.871
O2 -2.404 3.112 1.539
O3 -0.584 1.983 1.042
Br1 -0.102 0.270 0.601
H1 6.504 -0.418 1.320
H2 6.452 -2.147 1.760
H3 7.926 -1.517 0.799
H4 5.950 -0.824 -0.989
H5 6.456 -2.555 -0.964
H6 3.831 -2.050 -0.808
H7 4.372 -3.213 0.442
H8 2.814 -1.558 1.393
H9 4.437 -1.022 2.093
H10 4.426 0.514 -0.302
H11 2.664 0.169 -0.236
H12 2.580 1.318 2.096
H13 4.392 1.700 1.907
H14 4.112 3.167 0.053
H15 2.528 2.297 -0.441
H16 1.429 3.529 1.669
H17 3.016 4.336 1.865
H18 1.099 5.644 0.678
H19 2.779 5.764 0.068
H20 2.001 3.829 -1.783
H21 1.431 5.521 -1.944
H22 -0.422 4.224 -0.074
H23 -0.757 5.091 -1.607
H24 -0.082 3.027 -2.965
H25 -0.224 1.985 -1.513
H26 -2.574 3.977 -1.913
H27 -2.293 2.900 -3.357
H28 -3.952 1.414 -3.475
H29 -5.812 -1.109 1.175
H30 -6.537 -1.387 -0.445
H31 -4.129 -2.840 -0.746
H32 -5.743 -3.486 -0.340
H33 -4.997 -2.908 2.309
H34 -3.362 -3.316 1.481
H35 -6.033 -4.778 3.004
H36 -4.269 -5.137 3.434
H37 -5.259 -6.416 2.663
H38 -2.028 -1.389 1.662
H39 -2.008 -1.927 4.192
H40 -3.742 -0.624 5.729
H41 -5.265 1.036 4.656
C32 3.492 4.087 5.308
C33 4.806 4.573 5.844
O4 5.728 3.637 5.316
C34 5.185 3.201 4.144
O5 5.792 2.617 3.303
O6 3.868 3.522 4.054
F8 4.840 4.503 7.194
H42 3.043 3.314 5.935
H43 2.771 4.893 5.175
H44 5.081 5.580 5.521
C35 3.642 -5.406 -4.166
C36 3.221 -3.968 -4.089
O7 3.614 -3.590 -2.785
C37 4.693 -4.373 -2.480
O8 5.446 -4.159 -1.587
O9 4.799 -5.427 -3.335
F9 1.874 -3.844 -4.190
H45 2.889 -6.085 -3.759
H46 3.883 -5.718 -5.182
H47 3.706 -3.317 -4.821
C38 -6.935 -1.701 -6.985
C39 -7.289 -1.244 -8.370
O10 -6.227 -1.751 -9.153
C40 -5.796 -2.878 -8.512
O11 -5.106 -3.706 -9.005
O12 -6.267 -2.934 -7.233
F10 -7.284 0.109 -8.455
H48 -6.252 -1.014 -6.479
H49 -7.812 -1.850 -6.358
H50 -8.239 -1.633 -8.744
C41 8.916 1.284 5.585
C42 8.725 1.100 4.109
O13 8.628 -0.307 3.972
C43 8.102 -0.756 5.148
O14 7.632 -1.836 5.302
O15 8.174 0.193 6.123
F11 9.811 1.529 3.418
H51 9.962 1.196 5.887
H52 8.526 2.237 5.941
H53 7.824 1.571 3.709

Atom charges from the Mulliken analysis, given in e for atoms 1 to 4:
1 C -0.833
2 C -0.395
3 C -0.551
4 C -0.506

2.
DFT (the ωB97M-V functional and the def2-TZVPD basis) results for a structure of composition C38H31N11O2STi.

Its maximum force is 0.0462 hartree/bohr. Its net charge is +2. As for the HOMO energy: -0.4785 Eh. The molar mass is 753.68 g mol⁻¹. The LUMO energy comes out at -0.256 Eh.

CARTESIAN COORDINATES (ANGSTROEM)
Ti1 -0.581 0.250 0.095
C1 -3.637 -2.837 3.832
C2 -3.249 -3.429 2.637
C3 -2.772 -2.641 1.602
C4 -2.676 -1.260 1.763
C5 -3.049 -0.671 2.963
C6 -3.520 -1.466 3.999
N1 -2.257 -0.499 0.621
C7 -3.259 -0.214 -0.283
C8 -4.631 -0.168 0.003
C9 -5.525 0.206 -0.973
C10 -5.098 0.501 -2.274
C11 -3.776 0.373 -2.608
C12 -2.844 0.016 -1.619
N2 -1.507 -0.268 -1.826
N3 -1.169 -0.302 -3.039
C13 0.073 -0.690 -3.527
C14 0.185 -0.663 -4.918
C15 1.378 -1.052 -5.501
C16 2.411 -1.457 -4.679
C17 2.197 -1.462 -3.304
N4 1.065 -1.087 -2.727
H1 -4.032 -3.445 4.634
H2 -3.334 -4.499 2.505
H3 -2.488 -3.068 0.646
H4 -2.985 0.404 3.085
H5 -3.812 -1.007 4.934
H6 -4.979 -0.413 0.997
H7 -6.581 0.255 -0.740
H8 -5.821 0.813 -3.015
H9 -3.430 0.541 -3.618
H10 -0.667 -0.364 -5.511
H11 1.501 -1.046 -6.575
H12 3.365 -1.770 -5.080
H13 2.991 -1.781 -2.643
C18 1.494 -1.602 5.290
C19 1.631 -0.219 5.244
C20 1.025 0.507 4.240
C21 0.270 -0.152 3.260
C22 0.132 -1.541 3.314
C23 0.740 -2.258 4.327
N5 -0.385 0.590 2.246
N6 -0.592 1.785 2.567
C24 -1.211 2.601 1.639
C25 -1.530 3.896 2.022
C26 -2.204 4.704 1.124
C27 -2.516 4.194 -0.128
C28 -2.136 2.902 -0.445
N7 -1.521 2.102 0.428
H14 1.971 -2.164 6.081
H15 2.216 0.293 5.996
H16 1.139 1.579 4.177
H17 -0.488 -2.045 2.591
H18 0.617 -3.332 4.375
H19 -1.247 4.239 3.006
H20 -2.479 5.714 1.396
H21 -3.041 4.792 -0.858
H22 -2.344 2.490 -1.423
N8 6.279 1.383 -3.786
C29 5.183 1.517 -3.002
C30 5.266 1.316 -1.610
C31 4.150 1.421 -0.816
C32 2.923 1.719 -1.406
C33 2.808 1.911 -2.781
C34 3.927 1.812 -3.570
S1 1.499 1.811 -0.416
O1 0.310 1.436 -1.255
O2 1.296 3.048 0.267
N9 1.455 0.646 0.696
C35 1.780 -0.671 0.553
N10 3.023 -1.112 0.665
C36 3.201 -2.427 0.629
C37 2.153 -3.320 0.436
C38 0.894 -2.777 0.304
N11 0.692 -1.462 0.383
H23 7.188 1.301 -3.367
H24 6.244 1.662 -4.750
H25 6.225 1.082 -1.165
H26 4.212 1.273 0.253
H27 1.842 2.143 -3.212
H28 3.853 1.961 -4.639
H29 4.226 -2.763 0.741
H30 2.320 -4.385 0.383
H31 0.020 -3.397 0.145

Atom charges from the natural (NBO) analysis, given in e for atoms 1 to 4:
1 Ti 1.650
2 C -0.193
3 C -0.188
4 C -0.235

3.
DFT (the ωB97M-V functional and the def2-TZVPD basis) results for a structure of composition C28H22BrN4O2S2Zr.

Its maximum force is 0.0159 hartree/bohr. Its net charge is +3. As for the HOMO energy: -0.5652 Eh. The molar mass is 681.77 g mol⁻¹. The LUMO energy comes out at -0.376 Eh. The value obtained for the energy above the lowest of the compared OMol25 structures with the same formula, charge and spin is 0.071 eV.

CARTESIAN COORDINATES (ANGSTROEM)
Zr1 0.261 -0.411 0.663
C1 -5.309 -2.162 0.207
C2 -4.170 -1.281 -0.233
C3 -4.365 -0.234 -1.138
C4 -3.311 0.570 -1.552
C5 -2.088 0.258 -1.026
Br1 -0.524 1.254 -1.460
N1 -1.838 -0.723 -0.172
C6 -2.887 -1.477 0.231
H1 -6.195 -1.566 0.417
H2 -5.055 -2.725 1.105
H3 -5.563 -2.873 -0.581
H4 -5.360 -0.037 -1.522
H5 -3.444 1.390 -2.244
H6 -2.671 -2.262 0.944
N2 -0.520 -1.636 2.957
C7 -0.609 -0.413 3.842
C8 -0.100 0.490 2.769
O1 1.130 0.354 2.393
O2 -0.896 0.890 1.868
H7 -1.323 -2.240 3.108
H8 0.303 -2.171 3.230
H9 0.020 -0.473 4.723
H10 -1.639 -0.191 4.096
S1 6.468 2.897 -0.782
C9 6.319 4.587 -0.783
C10 5.049 4.994 -0.497
C11 4.177 3.894 -0.317
C12 4.803 2.684 -0.467
C13 4.212 1.352 -0.372
C14 2.828 1.192 -0.250
N3 2.225 0.004 -0.151
C15 2.971 -1.141 -0.152
C16 4.343 -1.086 -0.324
C17 5.094 -2.319 -0.377
C18 4.472 -3.506 -0.260
C19 3.043 -3.576 -0.064
C20 2.348 -4.790 0.045
C21 0.970 -4.840 0.208
C22 0.324 -3.609 0.295
N4 0.953 -2.431 0.218
C23 2.308 -2.404 0.007
C24 0.200 -6.084 0.301
C25 -1.140 -6.217 0.554
C26 -1.566 -7.566 0.597
C27 -0.530 -8.424 0.371
S2 0.929 -7.610 0.071
C28 4.945 0.177 -0.427
H11 7.184 5.203 -0.976
H12 4.754 6.030 -0.429
H13 3.127 4.018 -0.082
H14 2.187 2.064 -0.230
H15 6.166 -2.268 -0.521
H16 5.035 -4.430 -0.314
H17 2.920 -5.712 -0.008
H18 -0.747 -3.567 0.438
H19 -1.818 -5.389 0.722
H20 -2.578 -7.888 0.793
H21 -0.558 -9.504 0.350
H22 6.024 0.218 -0.548

Atom charges from the natural (NBO) analysis, given in e for atoms 1 to 4:
1 Zr 2.334
2 C -0.647
3 C 0.009
4 C -0.059

4.
DFT (the ωB97M-V functional and the def2-TZVPD basis) results for an isolated molecule of C3H4O2.

Its maximum force is 0.0820 hartree/bohr. Its structure (SMILES) is C=COC=O. Its net charge is 0. As for the HOMO energy: -0.3528 Eh. The molar mass is 72.06 g mol⁻¹. The LUMO energy comes out at 0.038 Eh. The value obtained for the energy above the lowest of the compared OMol25 structures with the same formula, charge and spin is 1.786 eV.

CARTESIAN COORDINATES (ANGSTROEM)
C1 2.173 -0.087 0.111
C2 0.904 -0.354 -0.172
C3 -1.297 0.396 -0.084
H1 2.970 -0.837 -0.182
H2 2.546 1.017 0.648
H3 0.590 -1.367 -0.518
H4 -1.907 1.312 -0.485
O1 0.038 0.621 -0.015
O2 -1.898 -0.603 0.190

Atom charges from the natural (NBO) analysis, given in e for atoms 1 to 4:
1 C -0.458
2 C 0.079
3 C 0.652
4 H 0.218

5.
DFT (the ωB97M-V functional and the def2-TZVPD basis) results for a cluster of 4 separate species, C28H53BF7N4O8 in total.

Its maximum force is 0.0194 hartree/bohr. Its net charge is -1. As for the HOMO energy: -0.1915 Eh. The molar mass is 717.55 g mol⁻¹. The LUMO energy comes out at 0.084 Eh.

CARTESIAN COORDINATES (ANGSTROEM)
F1 5.866 0.818 0.197
C1 5.232 1.974 0.140
F2 6.090 2.876 -0.324
F3 4.889 2.343 1.358
C2 4.006 1.921 -0.801
F4 4.490 1.747 -2.042
F5 3.447 3.130 -0.734
C3 2.984 0.785 -0.467
F6 3.236 -0.245 -1.313
F7 3.304 0.317 0.784
C4 1.531 1.201 -0.457
C5 0.538 -0.018 -0.438
O1 -0.564 0.443 -1.160
B1 -0.343 1.860 -1.563
C6 -0.918 2.896 -0.413
C7 -0.355 4.167 -0.231
C8 -0.864 4.993 0.773
C9 -1.917 4.525 1.558
N1 -2.484 3.329 1.401
C10 -1.979 2.549 0.431
O2 1.174 1.944 -1.548
H1 1.382 1.691 0.519
H2 0.239 -0.212 0.595
H3 0.974 -0.903 -0.907
H4 -0.739 2.139 -2.680
H5 0.473 4.483 -0.852
H6 -0.452 5.976 0.959
H7 -2.302 5.152 2.353
H8 -2.424 1.570 0.308
C11 0.140 -4.039 -3.387
O3 -0.993 -3.514 -2.726
C12 -1.110 -2.091 -2.867
C13 -2.335 -1.732 -3.672
N2 -2.199 -2.146 -5.067
C14 -3.417 -2.028 -5.855
C15 -4.605 -2.902 -5.468
O4 -4.394 -4.289 -5.671
C16 -3.777 -4.972 -4.594
H9 0.221 -5.093 -3.115
H10 0.047 -3.965 -4.480
H11 1.048 -3.530 -3.067
H12 -0.210 -1.672 -3.323
H13 -1.205 -1.659 -1.875
H14 -2.474 -0.649 -3.629
H15 -3.200 -2.205 -3.184
H16 -1.887 -3.109 -5.089
H17 -3.162 -2.260 -6.893
H18 -3.740 -0.982 -5.834
H19 -5.441 -2.630 -6.120
H20 -4.933 -2.718 -4.439
H21 -4.037 -4.526 -3.631
H22 -2.689 -4.992 -4.691
H23 -4.135 -6.002 -4.611
C17 7.087 -6.337 0.205
O5 7.349 -5.884 -1.108
C18 7.335 -6.905 -2.096
C19 6.182 -6.712 -3.056
N3 4.907 -6.962 -2.400
C20 3.735 -6.606 -3.195
C21 3.521 -5.136 -3.536
O6 3.229 -4.326 -2.417
C22 4.349 -3.794 -1.730
H24 7.223 -5.489 0.873
H25 6.062 -6.708 0.314
H26 7.783 -7.130 0.497
H27 7.288 -7.894 -1.632
H28 8.275 -6.836 -2.653
H29 6.294 -7.414 -3.889
H30 6.256 -5.694 -3.464
H31 4.878 -6.442 -1.533
H32 2.854 -6.946 -2.646
H33 3.767 -7.178 -4.129
H34 2.644 -5.080 -4.186
H35 4.357 -4.711 -4.105
H36 5.188 -3.614 -2.407
H37 4.675 -4.448 -0.916
H38 4.043 -2.844 -1.292
C23 -7.263 6.615 6.852
O7 -6.173 7.418 7.256
C24 -5.482 6.935 8.402
C25 -4.078 6.501 8.045
N4 -4.094 5.302 7.221
C26 -2.796 4.925 6.667
C27 -2.144 5.873 5.668
O8 -2.837 5.977 4.443
C28 -3.866 6.943 4.390
H39 -7.765 7.136 6.038
H40 -6.940 5.633 6.493
H41 -7.977 6.475 7.671
H42 -6.032 6.111 8.866
H43 -5.428 7.756 9.123
H44 -3.530 6.288 8.968
H45 -3.583 7.349 7.551
H46 -4.743 5.439 6.457
H47 -2.922 3.961 6.169
H48 -2.101 4.765 7.498
H49 -1.164 5.458 5.420
H50 -1.965 6.870 6.091
H51 -3.652 7.801 5.034
H52 -4.838 6.521 4.663
H53 -3.936 7.289 3.358

Atom charges from the Mulliken analysis, given in e for atoms 1 to 4:
1 F -0.255
2 C 0.617
3 F -0.279
4 F -0.257

6.
DFT (the ωB97M-V functional and the def2-TZVPD basis) results for a cluster of 2 separate species, H4OS2 in total.

Its maximum force is 0.0168 hartree/bohr. Its structure (SMILES) is SS.O. Its net charge is 0. As for the HOMO energy: -0.3110 Eh. The molar mass is 84.16 g mol⁻¹. The LUMO energy comes out at 0.013 Eh. The value obtained for the energy above the lowest of the compared OMol25 structures with the same formula, charge and spin is 0.436 eV.

CARTESIAN COORDINATES (ANGSTROEM)
S1 3.066 2.911 -1.529
S2 5.054 2.739 -2.070
H1 3.024 4.015 -2.299
H2 5.319 1.689 -1.274
H3 -5.446 -4.173 3.091
H4 -5.885 -3.385 1.832
O1 -5.132 -3.797 2.248

Atom charges from the natural (NBO) analysis, given in e for atoms 1 to 4:
1 S -0.128
2 S -0.142
3 H 0.135
4 H 0.136

7.
DFT (the ωB97M-V functional and the def2-TZVPD basis) results for a cluster of 2 separate species, C36H45N3O6 in total.

Its maximum force is 0.1359 hartree/bohr. Its net charge is -2. As for the HOMO energy: 0.0006 Eh. The molar mass is 615.77 g mol⁻¹. The LUMO energy comes out at 0.131 Eh.

CARTESIAN COORDINATES (ANGSTROEM)
C1 1.884 -4.853 1.607
C2 1.463 -3.711 0.554
C3 -0.091 -3.231 0.770
C4 1.453 -4.449 -0.910
C5 2.496 -2.486 0.411
C6 3.026 -1.847 1.785
C7 4.269 -2.677 2.457
C8 1.900 -1.637 2.920
C9 3.646 -0.359 1.511
C10 3.784 0.271 0.080
C11 4.371 1.700 -0.170
C12 4.896 2.581 1.024
O1 5.410 3.885 0.701
C13 4.267 4.656 0.185
C14 3.053 4.754 1.273
O2 2.000 3.789 1.045
C15 0.715 4.396 0.763
C16 -0.021 3.372 -0.276
C17 -0.093 1.877 0.334
C18 -0.758 1.914 1.787
N1 -1.241 1.654 2.873
C19 -0.761 0.829 -0.691
C20 -1.310 1.547 -2.028
N2 -1.820 2.128 -2.967
C21 -1.970 -0.042 -0.086
C22 -3.410 0.725 -0.163
C23 -4.465 0.201 0.939
C24 -5.987 0.141 0.429
N3 -7.008 0.522 1.457
C25 -8.456 0.269 1.308
C26 -9.299 0.795 2.530
C27 -8.240 1.397 3.532
C28 -6.883 1.158 2.757
C29 4.815 1.967 2.463
C30 4.197 0.545 2.700
H1 3.029 -4.973 1.543
H2 1.590 -4.650 2.693
H3 1.415 -5.840 1.258
H4 -0.186 -2.220 0.221
H5 -0.781 -3.968 0.196
H6 -0.368 -3.183 1.880
H7 2.506 -4.922 -1.052
H8 1.332 -3.682 -1.752
H9 0.663 -5.297 -0.939
H10 1.969 -1.703 -0.268
H11 3.405 -2.847 -0.220
H12 3.848 -3.576 3.057
H13 4.856 -2.042 3.208
H14 4.985 -3.055 1.634
H15 1.016 -1.024 2.479
H16 2.269 -1.010 3.826
H17 1.470 -2.603 3.355
H18 3.420 -0.298 -0.852
H19 4.403 2.094 -1.241
H20 4.628 5.752 0.051
H21 3.914 4.293 -0.842
H22 3.478 4.620 2.342
H23 2.667 5.844 1.224
H24 0.117 4.521 1.740
H25 0.795 5.396 0.198
H26 -1.036 3.837 -0.524
H27 0.683 3.329 -1.194
H28 1.010 1.537 0.471
H29 0.059 0.083 -1.026
H30 -2.090 -0.959 -0.791
H31 -1.762 -0.486 0.956
H32 -3.293 1.875 -0.145
H33 -3.816 0.479 -1.223
H34 -4.167 -0.866 1.287
H35 -4.310 0.869 1.874
H36 -6.300 -0.909 0.047
H37 -6.115 0.864 -0.454
H38 -9.013 -0.224 0.438
H39 -10.444 0.735 2.674
H40 -8.404 1.880 4.556
H41 -5.871 1.491 3.187
H42 5.215 2.568 3.367
H43 4.119 0.118 3.759
C31 -0.221 0.036 -5.612
C32 0.887 -0.406 -4.972
C33 1.479 -1.682 -5.577
O3 2.528 -2.209 -5.189
C34 0.754 -2.327 -6.686
C35 -0.369 -1.889 -7.322
C36 -0.898 -0.555 -6.781
O4 -1.859 0.052 -7.260
O5 -0.992 -2.442 -8.274
O6 1.459 0.114 -3.968
H44 -0.702 0.941 -5.255
H45 1.206 -3.260 -7.006

Atom charges from the Mulliken analysis, given in e for atoms 1 to 4:
1 C -1.547
2 C 1.563
3 C -0.781
4 C -1.550